62
Properties=species:S:1:pos:R:3 method="wB97M-V/def2-TZVPD" molar_mass_g_mol=707.49 gap_ev=6.16 total_charge=+2
Cr 1.05 -0.28 -0.02
C 1.69 6.15 -0.78
C 1.63 6.17 0.60
C 1.34 5.01 1.34
C 1.14 3.86 0.61
C 0.81 2.50 1.02
N 0.57 2.18 2.27
C 0.29 0.95 2.63
C -0.18 0.61 3.97
C -0.42 1.38 5.08
C -0.86 0.70 6.23
C -1.04 -0.67 6.23
C -0.79 -1.45 5.09
C -0.36 -0.77 3.97
C 0.01 -1.24 2.64
N 0.00 -2.51 2.30
C 0.18 -2.90 1.06
N 0.26 -2.10 -0.06
C 0.38 -2.94 -1.14
N 0.43 -2.59 -2.40
C 0.47 -1.33 -2.78
N 0.71 -0.24 -1.99
C 0.67 0.87 -2.80
N 0.84 2.12 -2.45
C 0.94 2.47 -1.18
N 0.72 1.68 -0.08
C 1.21 3.84 -0.78
C 1.48 4.98 -1.51
C 0.40 0.47 -4.18
C 0.28 1.20 -5.34
C 0.03 0.48 -6.51
C -0.10 -0.90 -6.50
C 0.03 -1.64 -5.31
C 0.27 -0.92 -4.17
C 0.40 -4.33 -0.70
C 0.50 -5.51 -1.40
C 0.49 -6.69 -0.65
C 0.36 -6.66 0.73
C 0.24 -5.46 1.43
C 0.27 -4.30 0.68
N 0.39 -0.18 1.86
H 1.92 7.07 -1.31
H 1.80 7.10 1.13
H 1.27 5.03 2.41
H -0.27 2.45 5.07
H -1.06 1.27 7.13
H -1.38 -1.16 7.14
H -0.92 -2.52 5.10
H 1.53 4.96 -2.59
H 0.39 2.28 -5.34
H -0.07 1.01 -7.45
H -0.29 -1.43 -7.42
H -0.06 -2.72 -5.30
H 0.60 -5.52 -2.48
H 0.57 -7.64 -1.15
H 0.35 -7.60 1.28
H 0.13 -5.44 2.51
O 3.83 1.81 -1.33
Se 4.40 1.45 0.11
O 3.63 2.04 1.37
O 2.56 -0.52 0.13
O 5.70 0.57 0.27